A molecular structure, C40H10F15GeIrN4O2S7Se, computed with ωB97M-V/def2-TZVPD.

Total charge: -1
Relative energy (zero: lowest compared OMol25 entry of this formula, charge and spin): 0.0000 eV
E_LUMO (alpha / beta): 0.5 / 0.5 eV
Multiplicity: 2
Kohn-Sham gap (alpha / beta): 5.4564 / 5.4092 eV
⟨S²⟩: 0.77

Last column: Löwdin spin population.
Atoms and positions in Å:
1 Ir -0.00434 0.43866 0.18810  0.02
2 S -3.08684 -6.64595 1.41659  0.08
3 C -2.80288 -5.06449 1.08481  0.01
4 S -3.91939 -4.00258 0.32977  -0.02
5 C -2.97183 -2.50693 0.33581  0.11
6 C -1.67931 -2.65676 0.88766  0.17
7 S -0.30735 -1.67651 1.12364  0.23
8 S -1.31779 -4.27878 1.47456  0.00
9 S -3.73022 -1.16756 -0.28548  0.35
10 O 3.53748 -0.01224 -1.74257  0.00
11 C 2.40464 -0.40837 -1.49910  0.00
12 O 1.85265 -0.21646 -0.33859  0.00
13 C 1.65847 -1.20172 -2.53449  0.00
14 C 2.42850 -2.01185 -3.36796  0.00
15 C 1.85292 -2.79713 -4.34860  0.00
16 C 0.47277 -2.76545 -4.51275  0.00
17 C -0.30318 -1.95765 -3.70442  0.00
18 C 0.27137 -1.15284 -2.71084  0.00
19 S -0.85887 -0.07819 -1.89532  0.01
20 H 3.50009 -2.00229 -3.21734  0.00
21 H 2.46887 -3.42875 -4.97585  0.00
22 H -0.00274 -3.37691 -5.27042  0.00
23 H -1.37912 -1.93660 -3.82700  0.00
24 Se -3.39789 7.19949 -0.62584  0.00
25 N -3.87538 5.67604 0.17491  0.00
26 C -2.88608 4.84071 0.03032  0.00
27 C -2.89526 3.48187 0.56449  0.00
28 C -3.93104 2.96606 1.34669  0.00
29 C -3.80898 1.69106 1.84225  0.00
30 C -2.68409 0.93259 1.52651  0.01
31 N -1.70844 1.40644 0.76119  0.00
32 C -1.79781 2.67430 0.30567  0.00
33 C -0.63614 3.17672 -0.42430  0.00
34 N 0.38757 2.31820 -0.55774  0.00
35 C 1.52865 2.72111 -1.10594  0.00
36 C 1.66887 4.01707 -1.59352  0.00
37 C 0.61650 4.90136 -1.50050  0.00
38 C -0.56549 4.48142 -0.89291  0.00
39 C -1.73038 5.33837 -0.69376  0.00
40 N -1.80352 6.56556 -1.12379  0.00
41 H -4.79289 3.58251 1.56277  0.00
42 H -4.56891 1.25217 2.47254  0.00
43 H -2.54002 -0.06458 1.91115  0.00
44 H 2.32868 1.99191 -1.14337  0.00
45 H 2.60989 4.30876 -2.03687  0.00
46 H 0.69115 5.91493 -1.87075  0.00
47 F -0.26044 1.28642 6.80877  0.00
48 C 0.62444 2.21731 6.41949  0.00
49 C 1.46310 2.00586 5.34056  0.00
50 C 2.36631 3.02137 5.06885  0.00
51 F 3.23950 2.88555 4.06467  0.00
52 C 2.43265 4.18888 5.80408  0.00
53 F 3.32281 5.14023 5.50978  0.00
54 C 1.56487 4.36726 6.86711  0.00
55 F 1.61543 5.48494 7.59249  0.00
56 C 0.65828 3.37452 7.18188  0.00
57 F -0.16806 3.53413 8.22008  0.00
58 Ge 1.33810 0.50533 4.05188  0.00
59 S 1.02677 1.47501 2.15148  0.01
60 C 3.02590 -0.51167 4.16070  0.00
61 C 4.08130 -0.23722 5.01173  0.00
62 F 3.98549 0.70683 5.96373  0.00
63 C 5.28249 -0.92361 4.95612  0.00
64 F 6.27672 -0.62951 5.80092  0.00
65 C 5.44892 -1.92898 4.02258  0.00
66 F 6.59807 -2.60066 3.96340  0.00
67 C 4.41434 -2.24218 3.15855  0.00
68 F 4.56473 -3.22249 2.26982  0.00
69 C 3.23214 -1.53118 3.24608  0.00
70 F 2.24674 -1.87120 2.41236  0.00
71 C -0.14721 -0.66856 4.59988  0.00
72 C -0.02873 -1.97753 5.02920  0.00
73 F 1.17451 -2.53534 5.22664  0.00
74 C -1.12543 -2.78355 5.28984  0.00
75 F -0.96426 -4.04154 5.70164  0.00
76 C -2.39880 -2.27676 5.11076  0.00
77 F -3.46404 -3.03741 5.34542  0.00
78 C -2.55835 -0.96789 4.69057  0.00
79 F -3.78691 -0.46467 4.52646  0.00
80 C -1.43976 -0.19389 4.45790  0.00
81 F -1.65037 1.08013 4.08880  0.00

Atoms 1-3, force components in eV/Å:
Ir 0.207 0.117 0.351
S -0.016 0.009 -0.026
C 0.025 -0.020 0.090